89
Properties=species:S:1:pos:R:3:forces:R:3:lowdin_charge:R:1 method="wB97M-V/def2-TZVPD" gap_ev="3.04 / 2.62" total_charge=-2 total_energy_ev=-107969.552 homo_energy_ev="0.825 / 0.827"
Sr 6.894 6.222 10.962 -0.422 -0.011 -0.124 0.493
C 10.298 15.492 12.839 0.093 -1.897 0.553 -0.053
C 9.029 14.861 13.496 -0.291 0.668 0.391 -0.189
C 8.474 15.377 14.675 -1.286 -1.397 0.167 -0.067
C 7.419 14.712 15.375 0.978 -0.973 -1.875 -0.123
C 6.885 13.504 14.900 0.470 0.836 -1.599 -0.076
C 7.276 13.075 13.578 0.292 0.320 2.295 -0.008
C 8.400 13.680 12.981 0.232 -0.125 1.091 -0.237
N 9.045 12.986 11.993 0.486 0.588 -1.178 0.118
C 8.988 11.586 11.778 0.668 -0.888 -0.617 -0.310
N 9.401 10.747 12.802 0.639 4.092 -0.061 0.067
C 9.449 9.417 12.531 0.403 -4.882 1.828 -0.221
C 10.491 8.635 11.692 1.037 0.679 -0.098 -0.309
C 10.013 7.333 11.247 -1.907 -1.845 -0.314 -0.183
C 9.241 6.538 12.073 0.660 0.491 0.902 -0.365
C 8.690 7.155 13.270 -0.520 0.104 0.139 -0.202
C 8.768 8.560 13.481 1.118 -0.997 -2.328 -0.253
C 8.211 9.113 14.742 0.154 1.317 -0.394 -0.064
N 8.685 11.007 10.673 1.519 -1.202 1.984 0.163
C 8.046 11.279 9.567 -1.817 0.543 -1.980 -0.229
C 8.115 12.523 8.890 1.299 -1.199 0.787 -0.052
C 6.960 12.942 8.307 -0.492 0.580 -0.099 -0.144
C 5.842 12.143 8.378 -1.076 0.350 -1.089 -0.144
C 5.906 10.759 8.554 -0.431 0.486 -0.135 -0.078
C 7.047 10.274 9.092 2.143 0.429 2.034 -0.200
C 7.279 8.848 9.534 0.681 -0.333 -0.712 -0.142
H 10.659 16.350 13.406 -0.125 -0.093 0.142 0.059
H 10.154 15.829 11.809 -0.193 -0.147 0.017 0.065
H 11.132 14.700 12.826 -1.066 1.142 -0.026 0.104
H 8.815 16.219 15.237 0.714 0.713 -0.378 0.085
H 7.068 15.135 16.274 -0.247 0.331 1.027 0.065
H 6.180 12.962 15.540 0.074 0.095 -0.628 0.095
H 6.890 12.147 13.147 0.117 0.323 0.133 0.113
H 9.688 13.543 11.426 -0.437 -0.784 0.131 0.130
H 9.790 11.214 13.667 -0.439 -0.818 -1.523 0.172
H 10.252 6.967 10.243 0.540 0.095 0.396 0.084
H 9.095 5.418 11.923 0.313 1.367 -0.072 0.062
H 8.037 6.622 13.974 0.569 -0.203 -0.189 0.066
H 8.616 8.700 15.650 0.090 -0.598 0.190 0.075
H 7.139 9.150 14.777 -0.739 -0.359 0.105 0.065
H 8.508 10.150 14.733 -0.117 0.499 0.478 0.041
H 9.027 13.127 8.983 -0.519 -0.118 -0.007 0.102
H 6.896 13.941 7.894 -0.173 0.119 0.163 0.093
H 4.907 12.658 8.347 -0.780 -0.020 -0.847 0.076
H 5.080 10.087 8.306 0.097 0.353 0.304 0.108
H 8.064 8.423 8.848 -0.767 -0.063 0.476 0.096
H 6.367 8.193 9.537 0.542 1.008 -0.411 -0.020
H 7.781 8.842 10.519 -0.282 0.080 -0.056 0.036
C 11.817 8.721 11.406 -0.581 0.931 0.744 -0.108
Ge 13.353 8.122 10.267 -1.278 -0.337 -0.913 0.846
C 14.528 6.842 11.273 -0.940 1.292 1.694 -0.407
C 15.552 6.171 10.653 0.476 -1.098 -0.019 -0.182
C 15.933 4.888 11.038 0.174 0.674 0.039 -0.129
C 15.452 4.340 12.219 0.112 -0.546 -0.118 -0.151
C 14.553 5.082 12.959 -0.708 1.985 1.068 -0.123
C 14.092 6.371 12.529 -0.446 -1.022 -0.654 -0.111
C 14.129 9.933 10.173 2.060 -1.042 0.694 -0.415
C 13.400 10.855 9.463 -0.076 2.071 0.458 -0.164
C 13.590 12.249 9.735 -0.258 -1.176 -0.781 -0.118
C 14.642 12.677 10.516 1.495 -1.197 -0.197 -0.148
C 15.560 11.691 10.968 0.697 0.256 0.305 -0.138
C 15.345 10.311 10.831 -1.891 2.176 -0.325 -0.107
C 11.881 5.044 5.068 0.829 1.567 0.883 0.049
C 11.585 6.417 5.020 3.085 -1.953 -0.225 -0.109
C 10.398 6.712 4.487 -2.146 1.498 0.244 -0.151
C 9.451 5.731 4.313 -0.154 -0.863 -1.099 -0.082
C 9.848 4.354 4.285 -1.093 3.967 0.358 -0.111
C 11.093 4.006 4.722 1.224 -3.608 1.274 -0.158
H 16.076 6.641 9.850 -0.011 0.077 -0.938 0.076
H 16.615 4.352 10.400 0.383 -0.207 0.026 0.080
H 15.811 3.351 12.550 -0.369 0.569 -0.126 0.090
H 14.262 4.784 13.968 -0.067 -0.330 -0.296 0.082
H 13.271 6.989 13.014 1.146 -1.178 -0.189 0.098
H 12.655 10.504 8.741 -0.096 0.240 0.536 0.079
H 12.933 12.977 9.286 -0.176 0.136 -0.213 0.075
H 14.985 13.708 10.577 -0.586 0.015 0.194 0.077
H 16.494 12.061 11.451 -0.702 -0.357 -0.247 0.086
H 16.016 9.635 11.328 -0.011 -0.472 -0.028 0.078
H 12.311 7.199 5.188 0.176 -0.186 0.349 0.100
H 10.149 7.759 4.302 -0.148 -0.224 0.234 0.111
H 8.437 6.127 4.119 0.487 -0.994 -0.305 0.107
H 9.144 3.789 3.811 -1.661 -2.402 -0.500 0.061
H 11.380 2.838 4.993 -0.601 3.196 -1.166 0.156
N 4.784 5.371 12.153 -1.208 2.402 -1.136 -0.299
N 4.532 6.168 13.305 -1.039 1.340 1.542 -0.173
H 5.035 4.454 12.476 -0.483 -0.897 -0.277 0.005
H 3.961 5.538 11.477 1.491 -1.409 0.713 0.041
H 3.590 5.882 13.706 1.449 1.023 -0.676 0.061
H 4.587 7.233 13.114 -0.357 -2.571 0.081 0.060

93
Properties=species:S:1:pos:R:3:forces:R:3:mulliken_spin:R:1 method="wB97M-V/def2-TZVPD" gap_ev="7.17 / 7.59" total_charge=+1 total_energy_ev=-166496.518 multiplicity=4 homo_energy_ev="-10.686 / -10.785"
Cr 0.127 -0.253 0.046 0.032 0.231 -0.080 3.020
C -1.023 1.088 2.145 0.065 0.118 -0.034 -0.005
Si -2.417 -0.074 1.554 0.047 -0.045 0.038 -0.027
C -2.573 -1.635 2.552 0.002 -0.145 0.091 0.012
C -3.981 0.914 1.750 -0.131 0.172 0.039 0.000
C -1.942 -0.422 -0.232 0.115 0.266 -0.108 -0.102
C -1.903 0.892 -0.927 -0.055 -0.168 0.027 0.023
C -2.942 1.683 -1.423 -0.063 -0.050 -0.076 -0.009
C -2.644 2.947 -1.892 -0.025 0.057 -0.033 0.006
C -1.333 3.432 -1.847 -0.053 0.024 -0.040 -0.003
C -0.348 2.602 -1.373 -0.111 -0.181 -0.065 0.019
N -0.637 1.354 -0.970 0.076 0.045 0.204 -0.041
Si -2.839 -1.849 -1.069 -0.003 -0.017 0.068 0.027
C -4.668 -1.761 -0.694 -0.186 0.055 0.032 -0.008
C -2.629 -1.745 -2.929 -0.035 0.003 -0.199 -0.001
C -2.195 -3.474 -0.392 0.014 -0.162 0.003 0.014
H -0.811 0.933 3.207 -0.025 -0.016 -0.060 -0.001
H -1.351 2.123 2.005 -0.019 -0.035 0.046 0.002
H -0.017 1.086 1.685 0.058 0.022 0.014 -0.002
H -2.429 -1.444 3.620 -0.001 0.000 -0.091 0.000
H -1.873 -2.415 2.252 -0.039 0.038 0.073 -0.003
H -3.585 -2.039 2.436 0.097 0.024 0.013 0.001
H -4.072 1.204 2.803 -0.036 -0.020 -0.070 -0.001
H -4.872 0.337 1.488 0.079 0.041 0.006 0.000
H -3.974 1.835 1.160 -0.020 -0.062 0.053 0.000
H -3.958 1.307 -1.414 0.065 0.029 0.001 0.000
H -3.437 3.579 -2.276 0.033 -0.023 0.015 0.000
H -1.091 4.433 -2.175 -0.023 -0.032 0.015 0.000
H 0.686 2.910 -1.313 0.030 0.028 0.046 0.003
H -5.116 -0.799 -0.966 0.021 -0.096 0.014 -0.001
H -4.879 -1.945 0.364 0.011 0.037 -0.097 0.001
H -5.185 -2.537 -1.270 0.013 0.054 0.060 -0.001
H -3.576 -1.994 -3.417 0.067 -0.026 0.028 0.000
H -1.876 -2.453 -3.291 -0.085 0.088 0.005 0.000
H -2.337 -0.749 -3.278 -0.141 -0.153 0.063 0.001
H -2.954 -3.961 0.228 0.067 0.020 -0.058 0.001
H -1.311 -3.343 0.233 0.044 -0.010 -0.011 -0.006
H -1.937 -4.166 -1.201 -0.020 0.042 0.069 0.001
N 0.648 -1.401 1.568 -0.061 -0.117 -0.144 -0.094
C 0.800 -1.731 2.677 -0.033 -0.159 0.285 0.091
C 0.980 -2.111 3.977 0.059 0.002 0.068 0.023
C 0.204 -3.188 4.496 0.036 -0.004 -0.007 0.002
N -0.443 -4.067 4.870 0.102 0.178 -0.065 0.009
C 1.943 -1.383 4.733 -0.072 -0.010 0.019 0.002
N 2.722 -0.739 5.290 -0.092 -0.094 -0.119 0.009
C 5.069 -3.227 1.283 -0.001 0.005 0.002 0.000
C 4.791 -2.968 -0.054 0.001 0.022 0.003 0.000
C 4.128 -1.801 -0.413 0.024 -0.055 0.073 0.000
C 3.748 -0.888 0.567 0.026 0.065 0.075 0.004
C 4.036 -1.143 1.904 0.057 -0.046 -0.057 -0.003
C 4.694 -2.313 2.259 0.014 -0.026 0.010 -0.002
As 2.681 0.644 0.045 -0.102 -0.110 0.131 0.052
C 3.642 1.276 -1.503 0.094 0.008 -0.022 0.010
C 2.975 1.797 -2.604 0.073 -0.016 -0.063 0.009
C 3.689 2.269 -3.700 -0.002 0.003 0.003 0.002
C 5.074 2.220 -3.694 0.016 0.008 0.005 0.000
C 5.747 1.703 -2.593 0.003 -0.001 -0.004 0.000
C 5.036 1.231 -1.500 -0.015 0.026 -0.095 -0.007
C 3.035 1.985 1.387 0.060 -0.029 0.068 -0.013
C 2.513 1.784 2.663 0.061 0.095 0.058 0.017
C 2.758 2.700 3.675 0.002 -0.014 -0.031 0.000
C 3.503 3.839 3.403 0.012 0.016 0.017 0.000
C 4.011 4.052 2.128 -0.005 0.012 0.003 0.001
C 3.786 3.124 1.119 -0.043 0.047 0.050 -0.003
H 5.587 -4.137 1.562 -0.025 0.036 -0.012 0.000
H 5.096 -3.671 -0.819 -0.007 0.020 0.017 0.000
H 3.923 -1.603 -1.459 -0.003 0.029 -0.041 -0.001
H 3.769 -0.437 2.680 0.006 -0.004 0.000 0.001
H 4.916 -2.505 3.302 -0.016 0.020 -0.035 0.000
H 1.896 1.836 -2.624 -0.090 -0.087 -0.038 0.004
H 3.161 2.671 -4.555 0.016 -0.017 0.026 0.000
H 5.633 2.586 -4.547 -0.026 -0.017 0.035 0.000
H 6.829 1.666 -2.585 -0.041 0.003 0.000 0.000
H 5.568 0.826 -0.649 0.006 -0.018 0.043 -0.001
H 1.937 0.897 2.895 -0.045 -0.056 0.004 0.012
H 2.378 2.509 4.670 0.008 0.020 -0.020 0.000
H 3.695 4.559 4.189 -0.005 -0.029 -0.035 0.000
H 4.594 4.940 1.918 -0.016 -0.028 0.007 0.000
H 4.199 3.296 0.134 0.010 -0.012 -0.033 0.000
S 1.679 -3.927 -2.108 -0.023 -0.172 -0.037 0.006
C 1.207 -2.838 -0.900 0.130 0.050 0.105 0.091
N 0.734 -1.691 -1.303 -0.262 0.148 -0.353 -0.227
C 0.706 -1.631 -2.710 0.012 0.039 0.217 0.032
C 0.227 -0.585 -3.498 0.178 0.065 -0.024 0.031
C 0.275 -0.717 -4.868 0.047 0.030 -0.021 0.001
C 0.785 -1.876 -5.469 -0.028 0.016 -0.030 -0.001
C 1.245 -2.924 -4.704 0.002 -0.041 0.013 0.002
C 1.196 -2.787 -3.317 0.064 0.001 -0.095 -0.004
H 1.331 -3.077 0.146 -0.021 -0.005 -0.057 -0.004
H -0.198 0.295 -3.043 0.055 0.049 -0.002 0.028
H -0.098 0.086 -5.493 0.011 -0.044 0.029 0.000
H 0.807 -1.952 -6.549 0.004 0.006 0.040 0.000
H 1.628 -3.827 -5.164 -0.018 0.042 0.034 0.000